(1)
The following is a quantum chemistry calculation of a 2-piece molecular cluster, C11H14N2O overall in a non-equilibrium geometry, from the Open Molecules 2025 dataset.

```
! RIJCOSX wB97M-V def2-TZVPD def2/J DEFGRID3
* xyz 0 1
C 1.165 -2.649 0.564
C 0.912 -1.581 -0.450
C 1.477 -1.416 -1.662
N 0.776 -0.511 -2.453
C -0.433 -0.232 -1.782
C -1.554 0.539 -2.106
C -2.515 0.726 -1.095
C -2.441 0.036 0.141
C -1.396 -0.840 0.365
C -0.398 -0.980 -0.613
H 1.778 -3.400 0.055
H 0.348 -3.288 0.905
H 1.656 -2.129 1.402
H 2.433 -1.703 -2.095
H 1.194 -0.241 -3.319
H -1.806 0.836 -3.100
H -3.333 1.359 -1.330
H -3.240 0.118 0.866
H -1.403 -1.506 1.195
C 0.644 0.935 2.206
C 1.222 2.230 1.703
N 0.407 2.983 0.871
O 2.333 2.637 1.977
H 1.612 0.365 2.357
H 0.004 0.448 1.436
H -0.003 1.064 3.076
H 0.928 3.743 0.400
H -0.366 2.460 0.487
*
```

Values from the calculation:
Energy relative to the best compared isomer or geometry (same formula, charge and spin) (eV): 1.285
E_HOMO (eV): -8.17
Max |F| (eV/Å): 3.3
SMILES: Cc1c[nH]c2ccccc12.CC(N)=O
Electronic energy (eV): -16661.6274
HOMO-LUMO gap (eV): 8.929

Mulliken population analysis, charges in e, atoms 1 to 6: atom 1 (C): -1.39, atom 2 (C): 0.68, atom 3 (C): -0.59, atom 4 (N): -0.01, atom 5 (C): -0.82, atom 6 (C): -0.64


(2)
The following is a quantum chemistry calculation of one molecule with the formula C11H14N2O2 in a non-equilibrium geometry, from the Open Molecules 2025 dataset.

```
! RIJCOSX wB97M-V def2-TZVPD def2/J DEFGRID3
* xyz 0 1
C 1.365 -0.940 1.442
C 2.309 -0.551 0.525
C 3.602 0.178 0.942
C 2.182 -0.999 -0.790
C 1.094 -1.152 -1.517
C -0.283 -0.945 -1.068
C -0.765 0.152 -0.419
O -0.184 1.415 -0.184
C 0.853 1.744 -1.069
N -2.096 0.139 0.021
N -2.547 1.171 0.764
C -3.833 0.841 1.190
C -4.155 -0.263 0.509
C -3.053 -0.793 -0.301
O -3.025 -1.730 -1.075
H 1.554 -0.969 2.479
H 0.537 -1.612 1.100
H 4.238 -0.452 1.553
H 3.210 1.068 1.359
H 3.978 0.441 0.001
H 2.992 -1.199 -1.349
H 1.150 -1.870 -2.338
H -1.014 -1.875 -1.211
H 1.123 2.825 -1.031
H 0.437 1.539 -2.127
H 1.814 1.235 -0.695
H -1.871 1.927 1.078
H -4.505 1.382 1.827
H -5.104 -0.706 0.383
*
```

Values from the calculation:
Energy relative to the best compared isomer or geometry (same formula, charge and spin) (eV): 4.414
E_HOMO (eV): -7.49
Max |F| (eV/Å): 4.4
SMILES: C=C(C)/C=C\C=C(/OC)n1[nH]ccc1=O
Electronic energy (eV): -18704.0759
HOMO-LUMO gap (eV): 7.916

Mulliken population analysis, charges in e, atoms 1 to 6: atom 1 (C): -1.27, atom 2 (C): 0.63, atom 3 (C): -1.40, atom 4 (C): -0.54, atom 5 (C): -0.72, atom 6 (C): 0.10


(3)
The following is a quantum chemistry calculation of one molecule with the formula C11H14N2O4 in a non-equilibrium geometry, from the Open Molecules 2025 dataset.

```
! RIJCOSX wB97M-V def2-TZVPD def2/J DEFGRID3
* xyz 0 1
C 0.546 1.138 4.544
C 0.351 1.224 3.034
O 1.544 0.991 2.298
C 1.924 -0.363 2.205
C 1.157 -1.132 1.120
O 1.021 -2.332 1.151
N 0.701 -0.288 0.153
C -0.019 -0.562 -1.000
C -0.359 -1.869 -1.355
C -1.072 -2.116 -2.507
C -1.451 -1.049 -3.314
N -2.193 -1.290 -4.516
O -2.467 -2.440 -4.792
O -2.506 -0.329 -5.191
C -1.117 0.256 -2.968
C -0.403 0.521 -1.817
C -0.051 1.934 -1.454
H 0.775 0.122 4.857
H -0.365 1.453 5.044
H 1.361 1.789 4.849
H -0.435 0.526 2.713
H 0.054 2.240 2.761
H 1.820 -0.898 3.154
H 2.984 -0.367 1.928
H 0.918 0.688 0.330
H -0.055 -2.681 -0.715
H -1.341 -3.120 -2.793
H -1.429 1.059 -3.620
H -0.441 2.617 -2.203
H 1.029 2.068 -1.405
H -0.480 2.210 -0.490
*
```

Values from the calculation:
Energy relative to the best compared isomer or geometry (same formula, charge and spin) (eV): 3.172
E_HOMO (eV): -9.09
Max |F| (eV/Å): 1.4
SMILES: CCOCC(=O)Nc1ccc([N+](=O)[O-])cc1C
Electronic energy (eV): -22802.0558
HOMO-LUMO gap (eV): 8.716

Mulliken population analysis, charges in e, atoms 1 to 6: atom 1 (C): -1.30, atom 2 (C): -0.14, atom 3 (O): -0.45, atom 4 (C): -0.62, atom 5 (C): 0.64, atom 6 (O): -0.63


(4)
The following is a quantum chemistry calculation of C11H14N4O5S3SbV as an isolated structure in a non-equilibrium geometry, from the Open Molecules 2025 dataset.

```
! RIJCOSX wB97M-V def2-TZVPD def2/J DEFGRID3
* xyz -2 3
V 0.471 0.568 0.269
N -0.940 0.691 -1.449
C -0.888 -0.522 -2.271
C 0.370 -1.344 -1.987
O 0.661 -2.315 -2.695
N 1.017 -0.900 -0.912
C 2.210 -1.595 -0.459
C 2.516 -1.185 0.981
O 3.235 -1.918 1.680
O 1.972 -0.103 1.394
H -1.882 0.972 -1.181
H -0.567 1.503 -1.947
H -0.926 -0.313 -3.345
H -1.747 -1.159 -2.045
H 3.083 -1.320 -1.066
H 2.112 -2.683 -0.524
S -1.850 3.953 -1.387
Sb -0.325 3.714 0.357
S -1.036 1.682 1.563
S 1.563 2.432 -0.568
O 4.165 -3.760 4.131
C 3.098 -3.305 4.935
N 1.967 -2.906 4.136
C 0.800 -3.589 4.118
O 0.503 -4.487 4.899
C -0.146 -3.163 3.022
C -1.031 -4.088 2.489
C -1.800 -3.722 1.397
C -1.633 -2.450 0.867
N -0.810 -1.545 1.385
C -0.109 -1.889 2.466
H 4.211 -3.184 3.355
H 3.424 -2.460 5.556
H 2.787 -4.133 5.573
H 2.207 -2.317 3.335
H -1.083 -5.078 2.923
H -2.492 -4.415 0.937
H -2.169 -2.149 -0.026
H 0.519 -1.109 2.881
*
```

Values from the calculation:
Energy relative to the best compared isomer or geometry (same formula, charge and spin) (eV): 0.258
E_HOMO (alpha / beta) (eV): -1.02 / -1.23
Max |F| (eV/Å): 1.0
Electronic energy (eV): -92571.2892
HOMO-LUMO gap (alpha / beta) (eV): 5.603 / 5.812
<S²>: 2.02

Mulliken population analysis, charges in e, atoms 1 to 6: atom 1 (V): 0.66, atom 2 (N): -0.30, atom 3 (C): -0.52, atom 4 (C): 0.50, atom 5 (O): -0.81, atom 6 (N): 0.05


(5)
The following is a quantum chemistry calculation of C11H14N5ORuS4 as an isolated structure in a non-equilibrium geometry, from the Open Molecules 2025 dataset.

```
! RIJCOSX wB97M-V def2-TZVPD def2/J DEFGRID3
* xyz 0 2
Ru -0.343 -0.186 -0.030
N 2.205 -0.143 -3.633
C 1.604 -0.018 -2.416
S 0.025 -0.808 -2.248
N 2.179 0.563 -1.414
N 1.494 0.641 -0.287
C 2.058 1.056 0.864
C 1.248 1.067 2.000
C 1.664 1.502 3.285
C 0.773 1.518 4.320
C -0.558 1.116 4.097
C -0.904 0.665 2.843
N -0.049 0.623 1.831
H 1.596 -0.401 -4.391
H 2.917 0.533 -3.860
H 3.101 1.346 0.886
H 2.691 1.807 3.413
H 1.080 1.838 5.303
H -1.299 1.156 4.876
H -1.911 0.317 2.640
S -4.673 1.256 0.410
C -3.115 0.910 -0.025
S -2.585 -0.769 0.032
S -1.947 2.039 -0.493
C -0.316 -3.989 -0.202
N 1.087 -3.670 -0.333
C 1.872 -4.508 -1.199
C 1.602 -2.623 0.305
O 0.976 -1.895 1.070
H -0.435 -4.998 0.200
H -0.798 -3.922 -1.179
H -0.783 -3.272 0.481
H 2.026 -5.490 -0.742
H 2.841 -4.044 -1.381
H 1.349 -4.643 -2.147
H 2.672 -2.454 0.100
*
```

Values from the calculation:
E_HOMO (alpha / beta) (eV): -7.41 / -7.36
Max |F| (eV/Å): 4.2
Electronic energy (eV): -67055.3454
HOMO-LUMO gap (alpha / beta) (eV): 6.214 / 6.046
<S²>: 0.77

Mulliken population analysis, charges in e, atoms 1 to 6: atom 1 (Ru): 0.54, atom 2 (N): -0.45, atom 3 (C): 0.60, atom 4 (S): -0.45, atom 5 (N): -1.42, atom 6 (N): 0.99


(6)
The following is a quantum chemistry calculation of a 2-piece molecular cluster, C11H14NS overall in a non-equilibrium geometry, from the Open Molecules 2025 dataset.

```
! RIJCOSX wB97M-V def2-TZVPD def2/J DEFGRID3
* xyz 1 1
C 3.651 1.211 -0.035
C 2.909 2.204 0.692
C 2.895 0.357 -0.796
C 1.589 2.495 0.446
C 1.496 0.526 -1.035
C 0.882 1.628 -0.424
C -2.857 -0.066 -1.501
C -0.509 1.710 -0.559
C -1.975 -0.443 -0.660
C -1.094 -0.685 1.473
C -0.595 -2.287 -0.366
N -1.335 -1.124 0.176
S -1.383 2.945 0.162
H 4.758 1.072 0.016
H 3.368 2.713 1.485
H 3.535 -0.436 -1.240
H 1.124 3.242 1.062
H 0.884 -0.072 -1.755
H -3.828 -0.398 -1.681
H -2.543 0.816 -2.122
H -2.056 -0.705 2.059
H -0.418 -1.330 1.995
H -0.710 0.328 1.464
H -0.556 -3.013 0.425
H -1.164 -2.655 -1.200
H 0.361 -2.000 -0.619
H -2.584 2.442 -0.428
*
```

Values from the calculation:
Energy relative to the best compared isomer or geometry (same formula, charge and spin) (eV): 3.805
E_HOMO (eV): -11.94
Max |F| (eV/Å): 3.4
Electronic energy (eV): -23947.8954
HOMO-LUMO gap (eV): 7.597

Mulliken population analysis, charges in e, atoms 1 to 6: atom 1 (C): -0.48, atom 2 (C): -0.58, atom 3 (C): -0.51, atom 4 (C): -0.57, atom 5 (C): -0.43, atom 6 (C): 0.41


(7)
The following is a quantum chemistry calculation of one molecule with the formula C11H14O in a non-equilibrium geometry, from the Open Molecules 2025 dataset.

```
! RIJCOSX wB97M-V def2-TZVPD def2/J DEFGRID3
* xyz 0 1
C 1.068 3.138 1.465
C 1.009 2.581 0.213
C 1.040 1.081 0.070
C 1.843 0.854 -1.275
C 0.757 0.650 -2.291
C -0.476 0.569 -1.719
C -0.366 0.588 -0.223
C -0.646 -0.750 0.368
O -1.797 -0.568 1.190
C -1.949 -1.656 0.268
C -1.840 -3.056 0.814
C -0.663 -3.751 1.217
H 0.810 4.202 1.371
H 1.042 2.579 2.390
H 0.787 3.228 -0.660
H 1.334 0.455 0.971
H 2.559 1.684 -1.557
H 2.523 -0.009 -1.154
H 0.863 0.816 -3.354
H -1.414 0.343 -2.215
H -1.033 1.374 0.191
H 0.255 -1.159 0.928
H -2.760 -1.362 -0.439
H -2.698 -3.702 0.774
H 0.352 -3.299 1.173
H -0.600 -4.829 1.482
*
```

Values from the calculation:
Energy relative to the best compared isomer or geometry (same formula, charge and spin) (eV): 4.173
E_HOMO (eV): -9.00
Max |F| (eV/Å): 4.4
SMILES: C=C[C@@H]1CC=C[C@H]1[C@H]1O[C@@H]1C=C
Electronic energy (eV): -13676.5628
HOMO-LUMO gap (eV): 9.908

Mulliken population analysis, charges in e, atoms 1 to 6: atom 1 (C): -0.77, atom 2 (C): -0.71, atom 3 (C): 0.33, atom 4 (C): -0.92, atom 5 (C): -0.46, atom 6 (C): -0.60


(8)
The following is a quantum chemistry calculation of one molecule with the formula C11H14O4 in a non-equilibrium geometry, from the Open Molecules 2025 dataset.

```
! RIJCOSX wB97M-V def2-TZVPD def2/J DEFGRID3
* xyz 0 1
C 0.475 2.657 -0.960
C -0.606 2.336 -0.207
O -1.482 1.396 -0.628
C -2.388 0.911 0.333
C -2.520 1.436 1.536
O -2.967 2.047 2.423
O -3.036 -0.238 -0.034
C -2.179 -1.228 -0.770
C -2.970 -2.565 -0.641
O -3.671 -2.916 0.260
C -0.886 -1.431 0.052
C 0.279 -1.390 -0.636
C 1.675 -1.271 -0.017
C 2.083 0.152 0.371
C 3.601 0.193 0.811
H 1.154 3.429 -0.797
H 0.754 2.306 -1.919
H -0.916 2.667 0.817
H -1.961 -0.964 -1.718
H -2.730 -3.280 -1.435
H -0.998 -1.348 1.081
H 0.207 -1.501 -1.695
H 1.672 -1.972 0.865
H 2.453 -1.628 -0.664
H 1.886 0.880 -0.551
H 1.447 0.660 1.243
H 3.610 -0.446 1.723
H 4.203 -0.222 -0.099
H 3.813 1.330 1.256
*
```

Values from the calculation:
Energy relative to the best compared isomer or geometry (same formula, charge and spin) (eV): 1.981
E_HOMO (eV): -8.17
Max |F| (eV/Å): 6.5
SMILES: C=COC(=C=O)O[C@H](C=O)/C=C/CCC
Electronic energy (eV): -19817.5605
HOMO-LUMO gap (eV): 8.381

Mulliken population analysis, charges in e, atoms 1 to 6: atom 1 (C): -1.28, atom 2 (C): 0.33, atom 3 (O): -0.30, atom 4 (C): 0.23, atom 5 (C): 0.58, atom 6 (O): -0.42